Entry 1:
{
  "formula": "C21H27Cl2N5O4",
  "method": "wB97M-V/def2-TZVPD",
  "total_charge": 0,
  "fmax_ev_per_a": 0.66,
  "multiplicity": 1,
  "lumo_ev": 0.211,
  "smiles": "CCCCN(C(C)=O)c1c(N)n(CCC)c(=O)n(CC(=O)Nc2cc(Cl)cc(Cl)c2)c1=O",
  "symbols": ["Cl", "Cl", "O", "O", "O", "O", "N", "N", "N", "N", "N", "C", "C", "C", "C", "C", "C", "C", "C", "C", "C", "C", "C", "C", "C", "C", "C", "C", "C", "C", "C", "C", "H", "H", "H", "H", "H", "H", "H", "H", "H", "H", "H", "H", "H", "H", "H", "H", "H", "H", "H", "H", "H", "H", "H", "H", "H", "H", "H"],
  "positions_angstrom": [[-5.89691, 1.79190, -4.11829], [-6.21635, -1.21596, 0.31373], [0.86069, -2.80799, 3.31943], [-0.68403, 0.83638, 1.44420], [-1.53247, 3.26083, -2.12074], [2.13777, 2.72045, -1.56896], [3.08004, -1.55766, -0.12295], [-2.30926, 1.90105, -0.45441], [0.78566, -1.61382, 1.41038], [0.67789, 1.74971, -0.12558], [2.59385, 0.61549, -0.87086], [-5.92990, 0.34728, -1.85714], [0.14825, -2.69299, 0.66386], [1.63461, -0.54017, 3.41448], [5.03664, 1.04203, -0.93326], [-1.41012, 2.73106, -1.04321], [0.30097, 0.70643, 0.72422], [-4.19220, 0.47816, -0.18546], [-5.38599, -0.04503, -0.64388], [1.13585, -0.44974, 0.67657], [-2.39390, -2.67012, 1.07006], [3.78421, 0.63113, -1.71125], [6.26472, 1.01575, -1.83363], [-1.24158, -2.33205, 0.12381], [-0.16462, 2.94193, -0.16010], [1.81162, 1.76848, -0.90252], [-4.03879, 1.82742, -2.18196], [1.05806, -1.76149, 2.73738], [2.27979, -0.46125, -0.09354], [-3.51081, 1.41791, -0.96026], [-2.31533, -1.94426, 2.40805], [-5.23952, 1.28590, -2.60806], [6.13326, 1.69644, -2.67030], [-1.39435, -2.87710, -0.81051], [3.59747, 1.37101, -2.49301], [-2.09409, -0.88966, 2.26264], [-0.46848, 3.17975, 0.86234], [-6.86203, -0.06450, -2.20632], [-3.51579, 2.55286, -2.78214], [1.87103, -0.79167, 4.44431], [4.02191, -1.48656, -0.46316], [0.08141, -3.54189, 1.34717], [5.19309, 0.38102, -0.07624], [0.89298, 0.25520, 3.40181], [-3.78778, 0.16115, 0.76282], [-1.53673, -2.37075, 3.03341], [-1.26883, -1.26732, -0.11470], [3.90391, -0.34651, -2.18398], [-2.40875, -3.74834, 1.24439], [2.53220, -0.19123, 2.90773], [-3.25992, -2.03374, 2.93978], [6.43625, 0.01605, -2.22777], [0.79872, -2.96205, -0.17649], [0.42712, 3.75155, -0.59000], [-2.03075, 1.51393, 0.45087], [7.14678, 1.32120, -1.27772], [2.90348, -2.24991, 0.58747], [4.88590, 2.05162, -0.54815], [-3.32685, -2.40728, 0.56562]]
}

=====

Entry 2:
{
  "formula": "C5H11NO",
  "method": "wB97M-V/def2-TZVPD",
  "total_charge": 0,
  "fmax_ev_per_a": 0.40,
  "multiplicity": 1,
  "lumo_ev": [0.675, 0.676],
  "symbols": ["O", "N", "C", "C", "C", "C", "C", "H", "H", "H", "H", "H", "H", "H", "H", "H", "H", "H"],
  "positions_angstrom": [[-1.05052, -1.03441, 1.20342], [-0.30786, 1.15832, 0.70908], [-1.17773, 0.14144, 0.57263], [-2.59698, 0.45454, 0.22295], [1.06646, 0.73278, 0.44732], [2.05239, -1.18490, -0.95267], [0.84548, -0.31502, -0.64895], [2.92692, -0.63130, -1.34281], [-0.60172, 2.03424, 0.29941], [-2.75988, 1.51512, 0.01495], [-2.87202, -0.13074, -0.65939], [-3.24094, 0.13119, 1.04671], [1.67076, 1.63265, 0.22378], [1.50079, 0.29089, 1.35529], [1.80427, -1.94479, -1.70423], [0.53179, 0.21667, -1.56032], [-0.19379, -1.34363, 0.83089], [2.40258, -1.72305, -0.05808]]
}

=====

Entry 3:
{
  "formula": "C12H11NO5ReSe",
  "method": "wB97M-V/def2-TZVPD",
  "total_charge": 0,
  "fmax_ev_per_a": 2.62,
  "multiplicity": 4,
  "s_squared": 4.012,
  "lumo_ev": [-1.583, -1.136],
  "symbols": ["Re", "Se", "O", "O", "O", "O", "O", "N", "C", "C", "C", "C", "C", "C", "C", "C", "C", "C", "C", "C", "H", "H", "H", "H", "H", "H", "H", "H", "H", "H", "H"],
  "positions_angstrom": [[0.00866, -0.95751, 1.68864], [-1.46008, -2.66562, 1.90361], [1.40175, 0.42759, 1.57237], [4.00367, -2.90632, 1.43080], [1.96129, -2.29504, 2.07117], [2.92856, 1.74165, 0.62389], [1.46196, -1.27233, -0.49519], [-3.14747, 1.81310, -4.50918], [-1.41125, 0.65133, 1.98071], [-3.03834, 0.43086, 0.08362], [-1.85724, 0.97706, 0.60681], [-1.47108, 2.08648, -1.50710], [-3.43269, 0.70221, -1.20689], [-2.95035, 1.69269, -3.38613], [2.56613, -2.11852, -0.26626], [2.10962, 0.85161, 0.60799], [-1.10136, 1.83778, -0.20356], [-2.63152, 1.50464, -2.02424], [2.79254, -2.43284, 1.20320], [1.82685, 0.08387, -0.73559], [3.49377, -1.70041, -0.67171], [-0.85488, 1.48364, 2.42449], [2.68977, 0.14995, -1.40337], [-3.64656, -0.19978, 0.71621], [-0.21541, 2.30667, 0.20414], [-0.87068, 2.72931, -2.13522], [4.14457, -3.10684, 2.37253], [-2.25424, 0.40211, 2.62909], [-4.35561, 0.29921, -1.59959], [0.95691, 0.55266, -1.20455], [2.35270, -3.06922, -0.77069]]
}

=====

Entry 4:
{
  "formula": "C6H14",
  "method": "wB97M-V/def2-TZVPD",
  "total_charge": 0,
  "fmax_ev_per_a": 2.49,
  "multiplicity": 1,
  "lumo_ev": 1.259,
  "smiles": "CCCCCC",
  "symbols": ["C", "C", "C", "C", "C", "C", "H", "H", "H", "H", "H", "H", "H", "H", "H", "H", "H", "H", "H", "H"],
  "positions_angstrom": [[-3.15791, -0.26054, -0.39572], [1.85150, -0.25386, -0.22051], [-1.91144, 0.37984, 0.19868], [3.18213, 0.22372, 0.39034], [0.60781, 0.42363, 0.27802], [-0.62281, -0.27214, -0.27092], [-1.87625, 1.44561, -0.06500], [1.96384, -0.26783, -1.31003], [1.75143, -1.34095, 0.05611], [3.41239, -0.80620, 0.52981], [-3.14420, -0.19816, -1.49029], [-0.59894, -1.33472, 0.02107], [3.15665, 0.73552, 1.36819], [3.95207, 0.67509, -0.24510], [-0.56770, -0.26150, -1.36969], [0.62342, 0.37317, 1.37882], [-1.94957, 0.33724, 1.29595], [-3.22250, -1.32090, -0.12474], [-4.06653, 0.23502, -0.04086], [0.61662, 1.48795, 0.01587]]
}

=====

Entry 5:
{
  "formula": "C28H44INO21PS",
  "method": "wB97M-V/def2-TZVPD",
  "total_charge": -1,
  "fmax_ev_per_a": 0.88,
  "multiplicity": 1,
  "lumo_ev": 1.698,
  "symbols": ["I", "S", "P", "O", "O", "O", "O", "O", "O", "O", "O", "O", "O", "O", "O", "O", "O", "O", "O", "O", "O", "O", "O", "O", "N", "C", "C", "C", "C", "C", "C", "C", "C", "C", "C", "C", "C", "C", "C", "C", "C", "C", "C", "C", "C", "C", "C", "C", "C", "C", "C", "C", "C", "H", "H", "H", "H", "H", "H", "H", "H", "H", "H", "H", "H", "H", "H", "H", "H", "H", "H", "H", "H", "H", "H", "H", "H", "H", "H", "H", "H", "H", "H", "H", "H", "H", "H", "H", "H", "H", "H", "H", "H", "H", "H", "H", "H"],
  "positions_angstrom": [[-2.61619, 6.45173, -0.20342], [1.23917, 4.96871, 0.95384], [0.28224, 6.66940, 0.61257], [2.18227, 3.31360, -2.45414], [5.37336, -4.33131, 7.05479], [3.68153, -4.27367, 5.56398], [-2.84019, -3.73244, 1.81294], [-0.53244, -5.04137, -1.58120], [-2.17554, 1.30461, 0.56112], [-3.01994, -5.88504, 2.30650], [0.86888, -3.36646, -2.08644], [-4.13833, 0.20750, 0.63737], [1.42553, -5.43704, -2.63936], [-4.45295, 4.49807, -3.85378], [-3.68494, 1.88280, 2.07697], [2.97642, 4.59466, -4.08520], [3.27227, -4.87299, 7.66264], [-3.74326, 5.96571, -5.35779], [-5.83995, 5.15514, -5.50213], [-1.59615, -4.59744, 3.47897], [2.15276, -1.36742, 0.24038], [2.53488, 0.32946, 1.62497], [1.06653, 5.17958, -3.03289], [4.19608, -0.41554, 0.30730], [-1.19298, 6.94273, 1.16627], [3.07446, -0.48929, 0.70110], [1.97747, 4.43198, -3.17354], [3.25876, 2.56294, -3.04594], [-2.70635, 3.90128, 3.04412], [1.99472, -4.71041, 7.03231], [-2.73732, 5.96032, -4.31057], [-2.40652, -4.72000, 2.61315], [-1.35746, 6.12248, -4.87602], [-0.27511, -1.55501, 0.31997], [0.48901, -4.65747, -2.05786], [-3.03569, 4.63364, -3.64156], [1.11253, 0.13711, 1.59803], [4.22669, -4.47547, 6.78333], [4.01903, 3.66709, -3.75611], [-3.57253, -4.32545, 0.70987], [-4.61971, -3.37407, 0.19942], [2.24345, -3.30558, -2.49480], [2.34265, -4.82108, 5.56039], [-2.45153, 2.53687, 2.48117], [0.98001, -1.28219, 1.09432], [-3.40826, 1.05624, 1.05084], [-1.68256, 2.51860, 1.17436], [-4.78181, 5.20363, -4.95749], [1.44003, -4.08788, 4.61090], [2.37547, -4.57680, -3.31468], [-4.07236, -5.59357, 1.37290], [4.01250, 1.80361, -1.99025], [3.73860, -5.20985, -3.34903], [-4.17188, -2.41780, -0.06790], [4.53080, 3.35224, -4.66132], [3.32879, 1.20676, -1.39441], [-2.84383, -4.56140, -0.07020], [1.28931, -3.05654, 4.93324], [1.87428, -4.07371, 3.61173], [-4.99253, -5.41792, 1.93485], [0.67262, 0.82936, 0.87949], [-1.29785, 7.02698, -5.48082], [4.74245, 1.13461, -2.44637], [-0.60572, 2.46235, 1.28882], [4.72032, 4.16270, -3.08120], [4.14427, -5.30838, -2.34215], [2.86896, -3.32171, -1.60090], [1.12088, -1.99880, 1.90831], [-1.14082, -1.56668, 0.98265], [-3.41994, 3.86917, 3.86726], [-2.53234, 3.80718, -4.14841], [-3.10860, 4.53895, 2.25874], [-0.64092, 6.18796, -4.06220], [3.68605, -6.20094, -3.79677], [2.80627, 1.88575, -3.77841], [-0.21476, -2.51473, -0.18476], [-2.81387, 4.61046, -2.57848], [0.69134, 0.29938, 2.58588], [-1.97945, 1.87362, 3.21394], [2.43038, -5.87344, 5.27514], [-4.20288, -6.43192, 0.69539], [-5.09617, -3.79292, -0.68707], [2.41920, -2.38749, -3.04666], [-0.42923, -0.78256, -0.43435], [0.35556, 6.95468, -0.76486], [1.60716, -3.71925, 7.27775], [-2.97815, 6.77866, -3.62727], [0.47225, -4.58223, 4.55369], [-1.77199, 4.33555, 3.39807], [-1.92522, 3.37882, 0.54875], [4.52682, 2.48608, -1.31408], [4.41553, -4.59661, -3.94352], [1.31174, -5.47511, 7.38994], [-5.38008, -3.18737, 0.95844], [-1.08787, 5.27346, -5.50660], [1.02815, 7.73220, 1.14050], [1.99373, -4.41405, -4.32644]]
}

=====

Entry 6:
{
  "formula": "C22H22F3N5O2",
  "method": "wB97M-V/def2-TZVPD",
  "total_charge": 0,
  "fmax_ev_per_a": 1.34,
  "multiplicity": 1,
  "lumo_ev": 0.601,
  "smiles": "O=C1CC[C@@H](CN(Cc2ccccn2)Cc2nc(Cc3cccc(C(F)(F)F)c3)no2)N1",
  "symbols": ["F", "F", "F", "O", "O", "N", "N", "N", "N", "N", "C", "C", "C", "C", "C", "C", "C", "C", "C", "C", "C", "C", "C", "C", "C", "C", "C", "C", "C", "C", "C", "C", "H", "H", "H", "H", "H", "H", "H", "H", "H", "H", "H", "H", "H", "H", "H", "H", "H", "H", "H", "H", "H", "H"],
  "positions_angstrom": [[-3.59245, 2.55549, -0.23412], [-2.55395, 1.81799, -1.96088], [-4.68498, 2.08057, -2.02018], [0.66871, -3.49001, 0.53650], [-2.40579, -0.10642, 2.09169], [4.58245, -0.78595, -0.65318], [-0.97350, 0.70990, 0.52113], [1.66915, -0.02491, -0.11283], [-0.49108, -4.03050, 0.06028], [-0.35630, -1.90611, -0.56413], [5.89521, 1.64653, -0.54719], [-1.64206, 0.74362, 1.68755], [2.47408, 0.18940, -1.29951], [0.03594, 1.72781, 0.37998], [4.56454, 1.57844, -0.92489], [-3.28857, -2.07051, -0.76814], [5.85001, -0.71506, -0.28854], [-2.39536, -3.17926, -1.26294], [1.42181, 1.13031, 0.71763], [6.55804, 0.47437, -0.21916], [-1.07728, -3.06656, -0.58626], [-3.87544, 0.25607, -0.74260], [-4.23220, -2.30005, 0.22239], [-1.27308, 2.04401, 2.39297], [3.94043, 0.33486, -0.96876], [-4.82740, 0.02336, 0.24055], [-3.67149, 1.65798, -1.23324], [-5.00352, -1.26231, 0.71535], [-3.11729, -0.78359, -1.25792], [-0.42095, 2.80486, 1.37611], [1.82096, -1.31381, 0.50918], [0.69212, -2.21571, 0.13733], [-5.40458, 0.84378, 0.63781], [-0.72088, 1.79725, 3.30113], [-2.37776, -0.58910, -2.01977], [-2.24146, -3.08189, -2.34039], [-5.73010, -1.45166, 1.48945], [-0.90783, -0.13459, -0.03932], [2.33059, -0.66878, -1.95966], [-2.81281, -4.16113, -1.04370], [-2.17279, 2.58214, 2.68386], [7.59475, 0.48217, 0.07825], [1.42159, 0.83893, 1.77173], [-4.35589, -3.29678, 0.61918], [2.10654, 1.08375, -1.80513], [1.83425, -1.23493, 1.60292], [6.31593, -1.66110, -0.04442], [6.40700, 2.59752, -0.51065], [2.19557, 1.89550, 0.58018], [0.04592, 2.09147, -0.65201], [0.42555, 3.31449, 1.83381], [2.76726, -1.78666, 0.20868], [-1.03220, 3.54364, 0.85969], [4.02061, 2.47114, -1.19581]]
}

=====

Entry 7:
{
  "formula": "C30H36F5MoNP2S",
  "method": "wB97M-V/def2-TZVPD",
  "total_charge": 2,
  "fmax_ev_per_a": 0.53,
  "multiplicity": 3,
  "s_squared": 2.043,
  "lumo_ev": [-7.693, -7.500],
  "symbols": ["Mo", "S", "P", "P", "F", "F", "F", "F", "F", "N", "C", "C", "C", "C", "C", "C", "C", "C", "C", "C", "C", "C", "C", "C", "C", "C", "C", "C", "C", "C", "C", "C", "C", "C", "C", "C", "C", "C", "C", "C", "H", "H", "H", "H", "H", "H", "H", "H", "H", "H", "H", "H", "H", "H", "H", "H", "H", "H", "H", "H", "H", "H", "H", "H", "H", "H", "H", "H", "H", "H", "H", "H", "H", "H", "H", "H"],
  "positions_angstrom": [[-0.00085, 0.53863, 0.50395], [0.12371, 2.71711, 1.18524], [2.10124, -0.80546, 0.42047], [-2.19192, -0.55872, 0.22096], [-0.35971, 7.96636, -1.34470], [2.26916, 4.26778, -0.25233], [2.02935, 6.70913, -1.35046], [-2.52983, 6.78442, -0.24945], [-2.32039, 4.34632, 0.85428], [-0.14899, -0.46713, 2.11899], [-3.64584, 1.31917, 3.61503], [3.49369, -2.81215, -1.00417], [-4.39406, 0.76269, -1.17323], [0.44737, -2.06340, 3.89088], [-2.47282, 0.15316, 1.87102], [2.20836, -1.98486, -0.99342], [-4.29116, -2.25471, 0.82336], [-1.34450, 0.05901, 2.71432], [-0.01493, 4.24013, 0.32232], [2.78393, -2.65464, 2.49807], [-0.24941, 6.77047, -0.80803], [-1.23756, 4.90943, 0.31065], [-1.36666, 0.61344, 3.98764], [1.08374, 4.86992, -0.24570], [3.71116, 0.12706, 0.38223], [-1.97975, -3.19167, 1.09495], [0.97419, 6.12494, -0.80923], [4.79214, -0.46871, 1.28554], [1.90202, -1.70984, 1.98543], [1.34091, -3.00368, 4.38615], [-3.62348, 0.78576, 2.33897], [-2.04350, 1.62322, -1.42488], [0.97487, -2.88125, -1.06999], [-1.36113, 6.16294, -0.24563], [-2.86662, -2.26689, 0.25965], [-2.51959, 1.23512, 4.43092], [3.53624, 1.61931, 0.67763], [2.50770, -3.29742, 3.69811], [0.73992, -1.41035, 2.70544], [-2.91382, 0.38234, -1.18884], [4.01657, 0.01761, -0.66158], [2.21617, -1.31071, -1.85546], [1.03297, -3.51729, -1.95474], [-4.96020, -1.55855, 0.32289], [4.51474, -0.40112, 2.33797], [-2.21506, 2.04290, -2.41566], [-0.47416, -1.85302, 4.41929], [-2.53967, 1.66730, 5.42309], [3.69038, -2.90553, 1.96860], [-4.70870, -3.25572, 0.70391], [-0.48537, 0.57091, 4.61505], [3.52885, -3.50516, -0.16304], [4.50658, 2.11481, 0.61688], [-2.45952, -4.16866, 1.17298], [0.92360, -3.53278, -0.19591], [3.50900, -3.41210, -1.91561], [3.14437, 1.78621, 1.68200], [1.11625, -3.51161, 5.31584], [-5.04863, -0.10439, -1.13452], [-2.24031, 2.39352, -0.68409], [3.20362, -4.02856, 4.08936], [-0.96815, 1.39171, -1.40873], [-4.50884, 0.84268, 1.72096], [-2.87724, -2.58467, -0.78542], [5.70220, 0.11597, 1.14446], [-4.54505, 1.79891, 3.97983], [-4.63005, 1.43206, -0.34659], [-4.62707, 1.29678, -2.09719], [-0.99446, -3.33413, 0.66129], [-2.74124, -0.31890, -2.01174], [4.39440, -2.20110, -1.00384], [5.03374, -1.50367, 1.05048], [2.87789, 2.10521, -0.03588], [-4.28212, -2.02338, 1.88952], [-1.86396, -2.80604, 2.11142], [0.05136, -2.30320, -1.13494]]
}